Model w:
{"formula": "C3H4N2O", "method": "wB97M-V/def2-TZVPD", "symbols": ["O", "C", "C", "N", "C", "N", "H", "H", "H", "H"], "coordinates": [[-1.2460, 1.8271, 0.4292], [-0.5875, 0.8458, 0.1802], [-0.9618, -0.6370, 0.0882], [0.2930, -1.3889, 0.1210], [1.1937, -0.5174, -0.1079], [0.7720, 0.8115, -0.1145], [-1.7598, -0.9399, 0.7705], [-1.2896, -0.8598, -0.9321], [2.2175, -0.7650, -0.3691], [1.3686, 1.6236, -0.0655]], "mulliken_charge": [-0.582, 0.412, -0.266, -0.488, -0.083, -0.106, 0.299, 0.217, 0.369, 0.229], "lumo_energy_ha": 0.0289, "molar_mass_g_mol": 84.08, "smiles": "O=C1CN=CN1", "multiplicity": 1}



Model x:
{"formula": "C3H4N2O", "method": "wB97M-V/def2-TZVPD", "symbols": ["C", "C", "N", "H", "H", "H", "N", "C", "O", "H"], "coordinates": [[-0.3531, -1.0794, -1.7122], [0.7354, -0.7418, -1.0804], [1.7003, -0.3729, -0.4089], [-0.8178, -0.3750, -2.3907], [-0.9084, -1.9509, -1.3892], [1.3406, 0.1584, 0.3933], [-0.1342, 1.2977, 2.1028], [-0.6845, 0.7830, 1.1549], [-1.3737, 0.3384, 0.3234], [0.8409, 1.3921, 2.3217]], "mulliken_charge": [-0.835, 0.686, -0.608, 0.275, 0.274, 0.151, -0.542, 0.673, -0.365, 0.291], "lumo_energy_ha": 0.0223, "molar_mass_g_mol": 84.08, "smiles": "C=C=N.N=C=O", "multiplicity": 1}



Model y:
{"formula": "C3H4N2O", "method": "wB97M-V/def2-TZVPD", "symbols": ["O", "C", "C", "C", "N", "N", "H", "H", "H", "H"], "coordinates": [[-1.4579, -1.7155, 0.1391], [-0.7380, -0.5695, 0.0694], [0.4468, -0.5858, -0.6884], [0.8551, 0.7161, -0.6995], [0.0097, 1.4034, 0.0947], [-1.0174, 0.6266, 0.5699], [-2.2539, -1.6632, 0.6766], [0.9364, -1.4581, -1.0799], [1.6185, 1.1934, -1.2938], [0.0325, 2.4097, 0.1863]], "mulliken_charge": [-0.495, 0.538, -0.327, -0.490, 0.258, -0.819, 0.345, 0.364, 0.386, 0.239], "lumo_energy_ha": 0.0390, "molar_mass_g_mol": 84.08, "smiles": "Oc1cc[nH]n1", "multiplicity": 1}



It is model w that is the most stable of them.



Model w:
{"formula": "C3H4N2O", "method": "wB97M-V/def2-TZVPD", "symbols": ["N", "C", "O", "C", "C", "N", "H", "H", "H", "H"], "coordinates": [[1.9114, 0.3224, -0.4162], [1.3845, -0.5396, 0.3426], [0.0360, -0.7575, 0.4079], [-0.8017, 0.0953, -0.3176], [-2.1984, 0.0165, -0.0873], [-3.3278, 0.1253, 0.2003], [2.9233, 0.3360, -0.3170], [1.8957, -1.2171, 1.0333], [-0.3214, 0.5091, -1.2064], [-1.5015, 1.1096, 0.3603]], "mulliken_charge": [-0.585, 0.156, -0.298, -0.266, 0.087, -0.443, 0.247, 0.370, 0.461, 0.271], "lumo_energy_ha": 0.0223, "molar_mass_g_mol": 84.08, "multiplicity": 1}



Model x:
{"formula": "C3H4N2O", "method": "wB97M-V/def2-TZVPD", "symbols": ["H", "N", "C", "C", "C", "N", "O", "H", "H", "H"], "coordinates": [[-1.5235, -1.3607, 1.5533], [-0.5556, -1.4256, 1.3710], [-0.0921, -0.5290, 0.6212], [1.2817, -0.2185, 0.0853], [0.9596, 0.5877, -0.9399], [-0.3777, 1.0043, -1.0988], [-1.0356, 0.3494, 0.0285], [2.2556, -0.5635, 0.4267], [1.7087, 0.9573, -1.5688], [-0.5182, 2.0799, -1.1436]], "mulliken_charge": [0.275, -0.703, 0.549, -0.306, -0.381, -0.197, -0.280, 0.365, 0.394, 0.283], "lumo_energy_ha": 0.0273, "molar_mass_g_mol": 84.08, "smiles": "[H]/N=c1/cc[nH]o1", "multiplicity": 1}



Model y:
{"formula": "C3H4N2O", "method": "wB97M-V/def2-TZVPD", "symbols": ["O", "C", "C", "N", "N", "C", "H", "H", "H", "H"], "coordinates": [[1.9678, -0.5724, 0.2243], [0.6677, -0.1793, 0.1875], [0.1884, 1.0988, -0.1628], [-1.1211, 1.0816, -0.3699], [-1.4849, -0.1651, -0.0743], [-0.4517, -0.9754, 0.2871], [2.4892, 0.1704, -0.1077], [0.7667, 2.0121, -0.2545], [-2.4080, -0.4720, -0.3260], [-0.6142, -1.9987, 0.5963]], "mulliken_charge": [-0.518, 0.780, -0.360, -0.736, 0.238, -0.748, 0.305, 0.387, 0.229, 0.423], "lumo_energy_ha": 0.0327, "molar_mass_g_mol": 84.08, "smiles": "Oc1cn[nH]c1", "multiplicity": 1}



It is model y that is the most stable of them.



Model w:
{"formula": "C3H4N2O", "method": "wB97M-V/def2-TZVPD", "symbols": ["N", "C", "C", "C", "N", "O", "H", "H", "H", "H"], "coordinates": [[-1.6285, -1.2056, 0.1594], [-0.8152, -0.2425, -0.4119], [0.4801, -0.1012, -0.5760], [1.6016, 0.5789, -0.4850], [1.8348, 1.4038, 0.6918], [1.0705, 1.1942, 1.6042], [-2.4518, -0.8424, 0.6244], [-1.1719, -1.9256, 0.6988], [-1.2963, 0.4807, -1.0657], [2.3767, 0.6596, -1.2399]], "mulliken_charge": [-0.485, 0.025, 0.107, -0.443, -0.035, -0.309, 0.230, 0.236, 0.296, 0.378], "lumo_energy_ha": [-0.0145, -0.0145], "molar_mass_g_mol": 84.08, "smiles": "NC=C=CN=O", "multiplicity": 1}



Model x:
{"formula": "C3H4N2O", "method": "wB97M-V/def2-TZVPD", "symbols": ["H", "N", "C", "O", "C", "C", "N", "H", "H", "H"], "coordinates": [[-1.8343, 1.3414, -1.3577], [-1.1243, 0.6999, -1.0161], [-1.1903, 0.5876, 0.2379], [-0.3736, -0.2217, 0.9470], [0.6203, -0.9070, 0.1974], [1.8542, -0.1093, 0.0975], [2.8384, 0.4925, 0.0361], [-1.8794, 1.0863, 0.9239], [0.2613, -1.1388, -0.8094], [0.8276, -1.8310, 0.7435]], "mulliken_charge": [0.242, -0.610, 0.144, -0.360, -0.237, 0.260, -0.361, 0.363, 0.293, 0.265], "lumo_energy_ha": 0.0283, "molar_mass_g_mol": 84.08, "smiles": "[H]/N=C/OCC#N", "multiplicity": 1}



It is model x that is the most stable of them.



Model w:
{"formula": "C3H4N2O", "method": "wB97M-V/def2-TZVPD", "symbols": ["C", "C", "C", "H", "H", "H", "H", "N", "N", "O"], "coordinates": [[-1.8876, -0.0420, -0.4638], [-0.5530, -0.0914, -0.1627], [1.4000, -0.4273, -0.0209], [-2.0476, 0.9526, -0.8959], [-2.5692, -0.4668, 0.4704], [-2.3074, -0.7946, -1.3377], [2.1959, -1.0482, -0.1118], [0.2086, -1.0794, -0.3953], [1.3381, 0.6745, 0.6251], [0.0181, 0.9444, 0.5189]], "mulliken_charge": [-0.871, 0.683, -0.185, 0.284, 0.241, 0.268, 0.475, -0.467, -0.304, -0.125], "lumo_energy_ha": 0.0315, "molar_mass_g_mol": 84.08, "multiplicity": 1}



Model x:
{"formula": "C3H4N2O", "method": "wB97M-V/def2-TZVPD", "symbols": ["N", "C", "C", "N", "C", "O", "H", "H", "H", "H"], "coordinates": [[0.0819, 1.5717, -0.9452], [0.0408, 0.3165, -0.3426], [-0.3823, -0.9198, -0.6971], [-0.2685, -1.7736, 0.3928], [0.2482, -1.0413, 1.3160], [0.4765, 0.2371, 0.9624], [0.8140, 2.1261, -0.5160], [-0.7894, 2.0828, -0.8427], [-0.7312, -1.2803, -1.6536], [0.5099, -1.3191, 2.3260]], "mulliken_charge": [-0.619, 0.481, -0.384, -0.522, 0.053, -0.338, 0.301, 0.262, 0.386, 0.379], "lumo_energy_ha": 0.0317, "molar_mass_g_mol": 84.08, "smiles": "Nc1cnco1", "multiplicity": 1}



It is model x that is the most stable of them.



Model w:
{"formula": "C3H4N2O", "method": "wB97M-V/def2-TZVPD", "symbols": ["O", "C", "C", "N", "C", "N", "H", "H", "H", "H"], "coordinates": [[1.9831, 0.1143, -0.8953], [0.8986, -0.4617, -0.5101], [0.3148, -1.1262, 0.5061], [-0.6573, -0.4223, 1.1267], [-1.2256, 0.5539, 0.4078], [-0.7312, 1.0448, -0.6877], [2.6981, 0.1065, -0.2326], [0.3706, -2.2102, 0.7062], [-2.1993, 0.8450, 0.8005], [-1.4516, 1.5560, -1.2215]], "mulliken_charge": [-0.391, 0.484, -0.315, -0.602, 0.093, -0.555, 0.355, 0.337, 0.377, 0.216], "lumo_energy_ha": 0.0054, "molar_mass_g_mol": 84.08, "multiplicity": 1}



Model x:
{"formula": "C3H4N2O", "method": "wB97M-V/def2-TZVPD", "symbols": ["N", "C", "C", "N", "C", "O", "H", "H", "H", "H"], "coordinates": [[-1.1985, 0.1416, -0.8488], [-0.2976, -0.2804, 0.0276], [-0.1693, 0.1224, 1.4048], [1.0112, 0.5479, 1.2436], [1.1831, -0.4342, -0.3695], [1.6095, 0.1054, -1.3831], [-0.9508, 0.0997, -1.8303], [-1.9904, 0.7161, -0.5964], [-0.8673, 0.2728, 2.2262], [1.6700, -1.2913, 0.1260]], "mulliken_charge": [-0.387, 0.396, -0.261, -0.460, 0.163, -0.635, 0.250, 0.226, 0.362, 0.345], "lumo_energy_ha": [0.0037, 0.0037], "molar_mass_g_mol": 84.08, "multiplicity": 1}



Model y:
{"formula": "C3H4N2O", "method": "wB97M-V/def2-TZVPD", "symbols": ["H", "N", "C", "C", "O", "C", "N", "H", "H", "H"], "coordinates": [[0.5088, 0.6845, -2.5666], [0.5355, 0.2074, -1.6738], [-0.1846, 0.7866, -0.7925], [-0.2918, 0.1920, 0.5362], [-0.9859, 0.7144, 1.6059], [0.3836, -0.9421, 0.5492], [1.1049, -1.9154, 0.4179], [-0.8150, 1.6641, -0.9476], [-1.9081, 0.4326, 1.5988], [1.6278, -1.8167, 1.2843]], "mulliken_charge": [0.237, -0.631, -0.014, -0.296, -0.530, 0.750, -0.514, 0.382, 0.325, 0.292], "lumo_energy_ha": 0.0171, "molar_mass_g_mol": 84.08, "smiles": "[H]/N=C/C(O)=C=N", "multiplicity": 1}



Model z:
{"formula": "C3H4N2O", "method": "wB97M-V/def2-TZVPD", "symbols": ["O", "C", "C", "C", "N", "N", "H", "H", "H", "H"], "coordinates": [[-0.0572, 0.5888, 2.4258], [-0.2183, -0.2765, 1.4473], [-0.3807, -1.1600, 0.6474], [-0.0701, -0.3899, -2.1068], [0.3704, 0.5643, -1.5552], [0.9957, 1.4110, -0.9034], [0.1022, 0.0548, 3.2178], [-0.4665, -1.9362, -0.0721], [-0.6809, -0.6008, -2.9637], [0.4055, 1.7446, -0.1370]], "mulliken_charge": [-0.503, 0.018, -0.306, -0.192, 0.525, -0.851, 0.344, 0.437, 0.284, 0.243], "lumo_energy_ha": 0.0186, "molar_mass_g_mol": 84.08, "multiplicity": 1}



It is model y that is the most stable of them.



Model w:
{"formula": "C6H14N5", "method": "wB97M-V/def2-TZVPD", "symbols": ["C", "C", "C", "C", "N", "N", "H", "H", "H", "H", "H", "H", "C", "C", "N", "N", "N", "H", "H", "H", "H", "H", "H", "H", "H"], "coordinates": [[-1.6992, 1.7177, 1.1255], [0.3672, 1.1178, -1.7231], [-1.0562, 1.7224, -0.2315], [-1.3464, 2.4361, -1.3600], [0.0588, 0.9369, -0.4603], [-0.3950, 2.0774, -2.2762], [1.1594, 0.6233, -2.2573], [-0.3197, 2.4222, -3.2146], [-2.2599, 2.9587, -1.6043], [-2.7169, 1.3235, 1.0387], [-1.9391, 2.7388, 1.4600], [-0.9232, 1.4189, 1.8120], [-0.6626, -1.6678, 2.1686], [1.1556, -1.8756, 0.5010], [-0.0778, -2.1755, 0.9590], [1.6209, -2.6918, -0.4338], [1.8478, -0.8859, 1.0288], [-0.7219, -2.3112, 0.1952], [1.1976, -3.5967, -0.5296], [2.5144, -2.6443, -0.9040], [1.2705, -0.1140, 1.3452], [2.7409, -0.6025, 0.6403], [-0.0048, -1.0097, 2.7449], [-0.8670, -2.4749, 2.8707], [-1.5396, -1.0303, 2.1361]], "mulliken_charge": [-1.086, -0.327, 0.316, -0.575, -0.120, -0.056, 0.399, 0.193, 0.372, 0.284, 0.369, 0.238, -0.910, 0.754, -0.291, -0.388, -0.369, 0.283, 0.249, 0.228, 0.184, 0.287, 0.341, 0.331, 0.294], "charge": 1, "lumo_energy_ha": -0.0972, "molar_mass_g_mol": 156.21, "multiplicity": 1}



Model x:
{"formula": "C6H14N5", "method": "wB97M-V/def2-TZVPD", "symbols": ["C", "C", "C", "C", "C", "C", "N", "N", "N", "N", "N", "H", "H", "H", "H", "H", "H", "H", "H", "H", "H", "H", "H", "H", "H"], "coordinates": [[1.3095, 2.1746, 0.2780], [1.0979, 0.9618, 1.0461], [-1.7961, 0.4484, -0.2550], [-1.3387, -0.6476, -1.2565], [0.1701, -0.5337, -1.4530], [0.9632, -0.9946, -0.2185], [1.0772, 3.2545, 1.0274], [0.7084, 1.4785, 2.2155], [0.8403, 2.9016, 2.1936], [2.2672, -1.2968, -0.2885], [0.3235, -1.7017, 0.7913], [1.5405, 2.3443, -0.6901], [-2.8077, 0.7193, -0.3834], [-1.1771, 1.3200, -0.4090], [-1.7875, 0.0101, 0.7972], [-1.8127, -0.4562, -2.1577], [-1.6090, -1.5474, -0.9508], [0.3342, 0.5830, -1.6174], [0.4643, -1.0948, -2.2327], [0.6752, 3.4832, 2.9039], [2.6655, -1.5195, 0.5405], [2.7588, -0.9291, -1.0631], [1.0092, -2.0582, 1.4323], [0.4538, 1.1486, 3.0892], [-0.6947, -1.8767, 1.0064]], "mulliken_charge": [-0.406, -0.010, -0.767, -1.235, -0.543, 0.621, -0.507, 0.038, 0.180, -0.436, -0.311, 0.615, 0.437, 0.171, 0.181, 0.451, 0.570, 0.197, 0.561, 0.144, 0.176, 0.220, 0.213, 0.211, 0.230], "charge": 1, "lumo_energy_ha": -0.1126, "molar_mass_g_mol": 156.21, "multiplicity": 1}



It is model w that is the most stable of them.